No. 1
Below is C30H28BN14O4STi as an isolated structure, with properties calculated with ωB97M-V/def2-TZVPD.

Calculated values
Expectation value of S²: 0.78
Gap between HOMO and LUMO (alpha / beta) (eV): 6.91 / 4.64
Electronic energy (Eh): -3499.7787
Highest occupied orbital energy (alpha / beta) (eV): -13.41 / -13.41
Multiplicity: 2
ΔE to the lowest compared entry with this formula, charge and spin (kJ/mol): 0.0
Charge: +2

Atoms and positions in Å:
1 Ti 0.529 -0.489 -0.023
2 C 3.496 -2.755 2.024
3 C 2.275 -2.736 1.373
4 N 2.204 -1.687 0.545
5 N 3.381 -1.014 0.663
6 C 4.158 -1.634 1.555
7 B 3.669 0.260 -0.206
8 N 2.801 1.437 0.324
9 C 3.126 2.622 0.847
10 C 1.983 3.402 0.942
11 C 0.969 2.598 0.460
12 N 1.453 1.407 0.077
13 N 3.110 -0.073 -1.603
14 C 3.730 -0.155 -2.788
15 C 2.829 -0.645 -3.715
16 C 1.653 -0.837 -3.000
17 N 1.834 -0.481 -1.725
18 N 5.140 0.524 -0.263
19 C 6.115 -0.378 -0.576
20 C 7.281 0.309 -0.772
21 C 6.927 1.656 -0.561
22 N 5.646 1.789 -0.289
23 H 3.862 -3.487 2.722
24 H 1.442 -3.410 1.468
25 H 5.138 -1.249 1.782
26 H 4.155 2.847 1.061
27 H 1.907 4.411 1.303
28 H -0.086 2.800 0.377
29 H 4.764 0.132 -2.883
30 H 3.000 -0.834 -4.760
31 H 0.700 -1.211 -3.333
32 H 5.905 -1.433 -0.652
33 H 8.245 -0.096 -1.022
34 H 7.555 2.532 -0.610
35 N -2.374 -2.433 7.195
36 C -1.962 -1.779 6.123
37 C -1.720 -2.485 4.900
38 C -1.276 -1.810 3.802
39 C -1.069 -0.421 3.879
40 C -1.316 0.295 5.075
41 C -1.752 -0.364 6.181
42 S -0.342 0.516 2.525
43 O -0.185 1.821 3.077
44 O 0.869 -0.235 2.125
45 N -1.119 0.412 1.153
46 C -2.475 0.827 1.179
47 N -3.040 0.841 2.385
48 C -4.299 1.273 2.444
49 C -4.994 1.657 1.313
50 C -4.310 1.572 0.114
51 N -3.041 1.165 0.035
52 H -2.529 -3.432 7.181
53 H -2.550 -1.956 8.069
54 H -1.882 -3.555 4.868
55 H -1.080 -2.329 2.875
56 H -1.148 1.361 5.088
57 H -1.937 0.163 7.108
58 H -4.758 1.302 3.426
59 H -6.015 2.004 1.361
60 H -4.787 1.846 -0.820
61 N -3.193 2.664 -5.974
62 C -2.637 2.229 -5.070
63 C -1.951 1.672 -3.933
64 C -0.761 2.226 -3.480
65 C -0.142 1.649 -2.390
66 N -0.647 0.597 -1.730
67 C -1.792 0.076 -2.178
68 C -2.472 0.567 -3.275
69 H -0.310 3.074 -3.973
70 H 0.805 2.028 -2.041
71 H -2.186 -0.776 -1.650
72 H -3.389 0.099 -3.603
73 C -1.496 -3.897 -0.623
74 C -0.734 -2.680 -0.245
75 O -0.565 -2.276 0.925
76 O -0.206 -1.941 -1.158
77 H -1.617 -4.552 0.235
78 H -0.999 -4.409 -1.444
79 H -2.484 -3.592 -0.977

***

No. 2
Below is C30H28BrCeN5O5 as an isolated structure at a distorted geometry, with properties calculated with ωB97M-V/def2-TZVPD.

Calculated values
Expectation value of S²: 0.75
Gap between HOMO and LUMO (alpha / beta) (eV): 7.03 / 7.04
Electronic energy (Eh): -4859.0612
Highest occupied orbital energy (alpha / beta) (eV): -10.73 / -10.73
Multiplicity: 2
ΔE to the lowest compared entry with this formula, charge and spin (kJ/mol): 0.0
Charge: +1

Atoms and positions in Å:
1 Ce 0.820 -1.532 0.091
2 O -2.050 -5.584 3.085
3 C -1.551 -4.762 4.033
4 C -1.763 -5.044 5.383
5 C -1.260 -4.227 6.373
6 C -0.526 -3.094 6.037
7 C -0.319 -2.807 4.706
8 C -0.818 -3.619 3.676
9 C -0.522 -3.197 2.293
10 O 0.142 -2.077 2.139
11 N -0.968 -3.937 1.298
12 N -0.539 -3.485 0.075
13 C -1.085 -3.941 -0.985
14 C -0.615 -3.427 -2.286
15 C -1.081 -3.953 -3.479
16 C -0.611 -3.431 -4.674
17 C 0.308 -2.396 -4.646
18 C 0.722 -1.918 -3.414
19 N 0.277 -2.413 -2.258
20 H -2.512 -6.311 3.520
21 H -2.334 -5.928 5.646
22 H -1.439 -4.474 7.411
23 H -0.122 -2.451 6.806
24 H 0.253 -1.936 4.422
25 H -1.887 -4.675 -0.935
26 H -1.800 -4.761 -3.464
27 H -0.960 -3.830 -5.617
28 H 0.700 -1.963 -5.555
29 H 1.438 -1.106 -3.342
30 C -1.297 3.992 -4.765
31 C -0.821 4.629 -3.468
32 N -0.673 3.666 -2.370
33 C 0.681 3.269 -2.002
34 C 1.353 2.377 -3.040
35 C -1.809 3.258 -1.765
36 O -2.914 3.676 -2.068
37 C -1.733 2.232 -0.662
38 C -2.444 2.472 0.509
39 C -2.462 1.510 1.503
40 C -1.782 0.323 1.292
41 N -1.111 0.073 0.160
42 C -1.099 1.014 -0.796
43 H -1.360 4.748 -5.547
44 H -2.286 3.557 -4.631
45 H -0.609 3.214 -5.099
46 H -1.528 5.395 -3.150
47 H 0.152 5.101 -3.604
48 H 0.667 2.782 -1.028
49 H 1.266 4.184 -1.879
50 H 0.695 1.554 -3.330
51 H 2.273 1.960 -2.633
52 H 1.600 2.935 -3.943
53 H -2.980 3.406 0.617
54 H -2.999 1.665 2.428
55 H -1.763 -0.457 2.043
56 H -0.557 0.770 -1.704
57 Br 3.827 5.211 3.498
58 C 3.484 3.617 2.550
59 C 2.224 3.042 2.622
60 C 1.973 1.878 1.915
61 C 2.979 1.293 1.153
62 C 4.237 1.871 1.096
63 C 4.493 3.040 1.797
64 C 2.645 0.065 0.371
65 O 2.868 -1.091 0.826
66 O 1.976 0.209 -0.702
67 H 1.452 3.501 3.224
68 H 0.987 1.426 1.972
69 H 5.023 1.412 0.511
70 H 5.471 3.499 1.759

***

No. 3
Below is C30H28Cl3IrN2O2S2 as an isolated structure, with properties calculated with ωB97M-V/def2-TZVPD.

Calculated values
Expectation value of S²: 0.76
Gap between HOMO and LUMO (alpha / beta) (eV): 7.80 / 5.76
Electronic energy (Eh): -3701.0512
Highest occupied orbital energy (alpha / beta) (eV): -10.89 / -10.91
Multiplicity: 2
ΔE to the lowest compared entry with this formula, charge and spin (kJ/mol): 0.0
Charge: +1

Atoms and positions in Å:
1 Ir -0.838 -0.039 1.782
2 C -2.577 1.217 2.345
3 C -2.840 -0.158 2.628
4 C -1.898 -0.585 3.643
5 C -1.050 0.521 3.942
6 C -1.475 1.642 3.155
7 C -1.051 3.063 3.283
8 C 0.082 0.522 4.918
9 C -1.871 -1.930 4.291
10 C -3.980 -0.947 2.082
11 C -3.370 2.100 1.447
12 H -1.855 3.616 3.776
13 H -0.886 3.518 2.307
14 H -0.144 3.179 3.870
15 H -0.294 0.733 5.922
16 H 0.821 1.281 4.668
17 H 0.583 -0.445 4.946
18 H -0.868 -2.192 4.626
19 H -2.211 -2.706 3.607
20 H -2.530 -1.935 5.162
21 H -4.878 -0.744 2.670
22 H -3.784 -2.016 2.122
23 H -4.181 -0.681 1.046
24 H -4.106 2.642 2.046
25 H -3.898 1.528 0.688
26 H -2.731 2.823 0.943
27 Cl 6.171 0.628 4.425
28 C 4.687 0.318 3.599
29 C 3.926 1.378 3.130
30 C 2.736 1.109 2.483
31 Cl 1.789 2.451 1.863
32 C 2.259 -0.192 2.286
33 O 1.151 -0.507 1.630
34 C 3.077 -1.224 2.755
35 Cl 2.550 -2.854 2.472
36 C 4.273 -0.990 3.407
37 H 4.252 2.400 3.260
38 H 4.874 -1.817 3.757
39 S -1.209 -2.146 0.699
40 C -0.275 -2.147 -0.759
41 N 0.923 -1.542 -0.799
42 C 1.622 -1.422 -1.944
43 C 1.134 -1.989 -3.083
44 C -0.068 -2.693 -2.954
45 N -0.767 -2.765 -1.833
46 H 1.252 -1.128 0.099
47 H 2.554 -0.877 -1.885
48 H 1.645 -1.888 -4.028
49 H -0.487 -3.217 -3.807
50 C 1.797 -0.902 -8.451
51 C 1.175 -0.619 -7.112
52 O 1.329 -1.303 -6.133
53 S 0.207 0.889 -7.109
54 C -0.184 0.982 -5.383
55 C -1.319 0.351 -4.892
56 C -1.597 0.382 -3.536
57 C -0.743 1.053 -2.658
58 C 0.372 1.724 -3.165
59 C 0.651 1.683 -4.520
60 C -0.950 0.934 -1.243
61 C -0.982 0.684 -0.059
62 H 2.015 -1.965 -8.529
63 H 2.732 -0.343 -8.518
64 H 1.151 -0.582 -9.266
65 H -1.976 -0.177 -5.572
66 H -2.466 -0.132 -3.145
67 H 1.024 2.257 -2.484
68 H 1.523 2.189 -4.913

***

No. 4
Below is an isolated ion of composition C30H28F6N3O3 and charge +1 at a distorted geometry, with properties calculated with ωB97M-V/def2-TZVPD.

Calculated values
Gap between HOMO and LUMO (eV): 7.78
Electronic energy (Eh): -2148.9841
Highest occupied orbital energy (eV): -10.74
SMILES: COc1ccc(C2=C[C@@H]([N@H+]3CCC[C@@H]3CNC(=O)Nc3cc(C(F)(F)F)cc(C(F)(F)F)c3)c3ccccc3O2)cc1
Charge: +1

Atoms and positions in Å:
1 C -4.239 2.368 -6.135
2 O -3.742 3.315 -5.176
3 C -2.650 3.040 -4.417
4 C -2.222 4.016 -3.472
5 C -1.141 3.755 -2.643
6 C -0.439 2.516 -2.680
7 C 0.585 2.192 -1.699
8 C 1.067 2.990 -0.673
9 C 2.056 2.560 0.260
10 N 1.639 2.675 2.036
11 C 1.188 4.032 2.518
12 C -0.148 3.830 3.165
13 C -0.307 2.314 3.414
14 C 0.713 1.582 2.561
15 C 1.515 0.554 3.405
16 N 0.686 -0.620 3.610
17 C 0.582 -1.561 2.632
18 O 1.336 -1.547 1.632
19 N -0.411 -2.500 2.851
20 C -0.746 -3.530 1.978
21 C -2.008 -4.157 2.065
22 C -2.363 -5.156 1.156
23 C -3.748 -5.767 1.210
24 F -3.703 -7.111 0.941
25 F -4.328 -5.602 2.443
26 F -4.571 -5.185 0.275
27 C -1.470 -5.583 0.170
28 C -0.215 -4.977 0.106
29 C 0.763 -5.460 -0.949
30 F 1.933 -4.746 -0.938
31 F 1.088 -6.784 -0.746
32 F 0.226 -5.352 -2.211
33 C 0.152 -3.963 0.988
34 C 2.740 1.330 -0.128
35 C 4.028 0.938 0.337
36 C 4.588 -0.267 -0.057
37 C 3.937 -1.085 -0.996
38 C 2.734 -0.672 -1.563
39 C 2.150 0.511 -1.119
40 O 1.091 0.941 -1.912
41 C -0.832 1.594 -3.690
42 C -1.915 1.827 -4.529
43 H -5.110 2.852 -6.559
44 H -3.505 2.176 -6.914
45 H -4.528 1.435 -5.657
46 H -2.779 4.949 -3.411
47 H -0.834 4.496 -1.907
48 H 0.729 4.043 -0.638
49 H 2.754 3.406 0.547
50 H 2.604 2.498 2.421
51 H 1.186 4.818 1.738
52 H 1.984 4.310 3.237
53 H -0.957 4.163 2.522
54 H -0.176 4.384 4.099
55 H -1.290 1.947 3.123
56 H -0.102 2.077 4.460
57 H 0.268 1.058 1.690
58 H 1.725 1.037 4.374
59 H 2.486 0.284 2.943
60 H 0.099 -0.647 4.440
61 H -1.048 -2.306 3.618
62 H -2.713 -3.846 2.832
63 H -1.749 -6.370 -0.514
64 H 1.120 -3.492 0.891
65 H 4.589 1.644 0.964
66 H 5.555 -0.571 0.352
67 H 4.362 -2.055 -1.262
68 H 2.246 -1.255 -2.351
69 H -0.310 0.646 -3.798
70 H -2.208 1.066 -5.262